(1)
Molecular formula: C4H8O2
Method: DFT, ωB97M-V with the def2-TZVPD basis set

XYZ file:
```
14
Properties=species:S:1:pos:R:3:nbo_charge:R:1
C -0.8737 0.3959 -1.1350 -0.62
C -0.0122 0.7706 0.0602 0.10
O -0.7207 1.7498 0.7931 -0.71
C 0.3264 -0.4705 0.9266 -0.60
C 1.6694 -0.9755 0.4628 0.30
O 1.5440 -2.0054 -0.3327 -0.63
H -1.8612 0.0700 -0.7919 0.21
H -0.4136 -0.4182 -1.7066 0.20
H -1.0052 1.2531 -1.8006 0.23
H -0.1162 2.1156 1.4511 0.47
H 0.4069 -0.1588 1.9737 0.24
H -0.4938 -1.2116 0.8572 0.18
H 0.9373 1.1900 -0.3062 0.17
H 0.6126 -2.3049 -0.4517 0.45
```

Calculated values
Frontier orbital gap in eV: 9.55
Charge: 0
LUMO in hartree: 0.030
ΔE to the lowest compared entry with this formula, charge and spin in kJ/mol: 331.4
HOMO energy in eV: -8.73
Multiplicity: 1


(2)
Molecular formula: C4H8O2
Method: DFT, ωB97M-V with the def2-TZVPD basis set

XYZ file:
```
14
Properties=species:S:1:pos:R:3:nbo_charge:R:1
C 0.9607 0.3660 0.5598 -0.08
C 1.0373 -0.9571 -0.1542 -0.12
O -0.1302 -1.6331 0.2935 -0.51
C -1.1593 -0.7074 0.3084 0.24
O -0.5286 0.6064 0.5049 -0.42
C -0.4243 1.5542 -0.8413 -0.59
H 1.1514 0.3080 1.6235 0.19
H 1.5838 1.1393 0.0888 0.27
H 1.0301 -0.8309 -1.2459 0.20
H 1.9032 -1.5306 0.1688 0.21
H -1.8332 -0.9539 1.1389 0.19
H -1.7203 -0.6651 -0.6355 0.17
H -0.7701 2.4782 -0.3633 0.14
H -1.2435 1.1546 -1.4433 0.12
```

Calculated values
Frontier orbital gap in eV: 8.01
Charge: 0
LUMO in hartree: 0.032
ΔE to the lowest compared entry with this formula, charge and spin in kJ/mol: 568.0
HOMO energy in eV: -7.14
Multiplicity: 1


(3)
Molecular formula: C4H8O2
Method: DFT, ωB97M-V with the def2-TZVPD basis set

XYZ file:
```
14
Properties=species:S:1:pos:R:3:nbo_charge:R:1
C 2.0302 0.5766 -0.5739 -0.25
O 0.6757 0.7872 -0.2656 -0.52
C 0.2288 -0.2867 0.4641 -0.03
C -1.2774 -0.3551 0.6989 -0.58
C -2.2246 0.2441 -0.2828 0.44
O -3.4030 0.4388 -0.0818 -0.53
H 2.3604 1.4489 -1.1301 0.20
H 2.1594 -0.3363 -1.1801 0.17
H 2.6167 0.4637 0.3497 0.17
H 0.7379 -0.4462 1.4236 0.18
H 0.4969 -1.2666 -0.1431 0.12
H -1.6486 -0.3473 1.7349 0.24
H -0.9768 -1.3496 0.2622 0.29
H -1.7757 0.4286 -1.2763 0.11
```

Calculated values
Frontier orbital gap in eV: 10.50
Charge: 0
LUMO in hartree: 0.029
ΔE to the lowest compared entry with this formula, charge and spin in kJ/mol: 306.5
HOMO energy in eV: -9.70
Multiplicity: 1


(4)
Molecular formula: C4H8O2
Method: DFT, ωB97M-V with the def2-TZVPD basis set

XYZ file:
```
14
Properties=species:S:1:pos:R:3:nbo_charge:R:1
C 1.2013 -0.9178 -0.4355 -0.62
C 0.7761 0.3312 0.3393 0.00
O 1.6277 1.4004 0.0462 -0.71
C -0.6640 0.7154 0.0113 0.59
O -0.8875 1.8066 -0.4764 -0.56
C -1.7623 -0.2800 0.2874 -0.73
H 0.6183 -1.7994 -0.1469 0.21
H 2.2565 -1.1171 -0.2305 0.23
H 1.0912 -0.7513 -1.5123 0.21
H 0.8106 0.1078 1.4198 0.18
H 1.0507 2.0981 -0.3126 0.49
H -1.8882 -0.9267 -0.5891 0.25
H -2.7008 0.2523 0.4551 0.25
H -1.5297 -0.9195 1.1444 0.23
```

Calculated values
Frontier orbital gap in eV: 11.08
Charge: 0
LUMO in hartree: 0.031
ΔE to the lowest compared entry with this formula, charge and spin in kJ/mol: 61.8
HOMO energy in eV: -10.22
Multiplicity: 1


(5)
Molecular formula: C4H8O2
Method: DFT, ωB97M-V with the def2-TZVPD basis set

XYZ file:
```
14
Properties=species:S:1:pos:R:3:nbo_charge:R:1
C 2.1835 0.1429 -0.2214 -0.25
C -1.3822 -1.3354 -0.1256 -0.68
C -0.9180 0.0369 0.0941 0.32
C -0.1007 0.8235 0.6825 0.08
O 1.1467 -0.2307 0.6519 -0.61
O -2.1362 1.1482 0.2905 -0.80
H -1.9635 1.9050 -0.2841 0.46
H 0.2350 1.8364 0.8057 0.23
H 2.4641 1.1996 -0.1118 0.16
H 3.0578 -0.4651 0.0253 0.19
H 1.9211 -0.0316 -1.2742 0.16
H -2.2315 -1.5464 0.5238 0.25
H -0.5732 -2.0255 0.1036 0.26
H -1.7028 -1.4578 -1.1604 0.24
```

Calculated values
Frontier orbital gap in eV: 10.15
Charge: 0
LUMO in hartree: 0.032
ΔE to the lowest compared entry with this formula, charge and spin in kJ/mol: 479.0
HOMO energy in eV: -9.27
Multiplicity: 1


(6)
Molecular formula: C4H8O2
Method: DFT, ωB97M-V with the def2-TZVPD basis set

XYZ file:
```
14
Properties=species:S:1:pos:R:3:nbo_charge:R:1
O -0.5464 0.4328 2.0987 -0.69
C 0.2131 0.1917 0.9468 0.11
C -0.0759 -1.1056 0.1711 -0.65
C 0.4729 0.0402 -1.2269 0.26
O -0.2017 -0.2733 -2.3221 -0.76
C 0.0577 1.1349 -0.2513 -0.49
H -1.4758 0.4797 1.8401 0.46
H 1.2542 0.1869 1.2814 0.19
H -1.1594 -1.3065 0.1850 0.23
H 0.4989 -1.9968 0.4292 0.23
H 1.5584 -0.1654 -1.2032 0.16
H -0.2613 -1.0461 -1.2457 0.51
H -0.9939 1.3796 -0.4411 0.22
H 0.6592 2.0478 -0.2620 0.23
```

Calculated values
Frontier orbital gap in eV: 10.01
Charge: 0
LUMO in hartree: 0.029
ΔE to the lowest compared entry with this formula, charge and spin in kJ/mol: 476.5
HOMO energy in eV: -9.22
Multiplicity: 1


(7)
Molecular formula: C4H8O2
Method: DFT, ωB97M-V with the def2-TZVPD basis set

XYZ file:
```
14
Properties=species:S:1:pos:R:3:nbo_charge:R:1
C 1.2936 -0.4501 -1.2774 -0.27
C -0.3195 1.2835 0.1005 -0.12
C -0.4849 1.2354 1.5788 -0.75
O 0.2851 -0.6527 -0.2697 -0.50
C -0.6434 -1.6149 -0.4826 0.66
O -1.6877 -1.6338 0.0978 -0.53
H 1.7065 0.5327 -1.0537 0.25
H 2.0486 -1.2367 -1.2202 0.19
H 0.8252 -0.4137 -2.2645 0.19
H -1.3071 1.0266 -0.3328 0.10
H -1.2407 0.5594 1.9989 0.20
H -0.8221 2.2731 1.7572 0.25
H 0.4627 1.1286 2.1187 0.21
H -0.3289 -2.3671 -1.2256 0.11
```

Calculated values
Frontier orbital gap in eV: 8.86
Charge: 0
LUMO in hartree: 0.031
ΔE to the lowest compared entry with this formula, charge and spin in kJ/mol: 491.6
HOMO energy in eV: -8.03
Multiplicity: 1


(8)
Molecular formula: C4H8O2
Method: DFT, ωB97M-V with the def2-TZVPD basis set

XYZ file:
```
14
Properties=species:S:1:pos:R:3:nbo_charge:R:1
C 1.3065 -0.9127 -0.4524 -0.62
C 0.7145 0.2129 0.4027 0.00
O 1.5584 1.3349 0.4022 -0.71
C -0.6556 0.6254 -0.1413 0.59
O -0.7046 1.5412 -0.9393 -0.56
C -1.8874 -0.1126 0.3193 -0.72
H 0.7120 -1.8326 -0.4098 0.21
H 2.3175 -1.1276 -0.0934 0.23
H 1.3760 -0.5871 -1.4962 0.22
H 0.6081 -0.1336 1.4385 0.18
H 1.2307 1.8979 -0.3205 0.49
H -1.9391 -1.1025 -0.1509 0.24
H -2.7750 0.4578 0.0362 0.24
H -1.8619 -0.2613 1.4049 0.23
```

Calculated values
Frontier orbital gap in eV: 10.90
Charge: 0
LUMO in hartree: 0.033
ΔE to the lowest compared entry with this formula, charge and spin in kJ/mol: 69.0
HOMO energy in eV: -10.01
Multiplicity: 1


(9)
Molecular formula: C4H8O2S
Method: DFT, ωB97M-V with the def2-TZVPD basis set

XYZ file:
```
15
Properties=species:S:1:pos:R:3:nbo_charge:R:1
C -0.4522 0.4314 0.6475 0.36
C 1.5251 -1.6896 0.7187 -0.72
C -1.8329 0.7920 -1.2696 -0.27
C 1.0525 -0.5190 0.0376 -0.07
O 0.2136 1.6652 0.7281 -0.73
O -1.8268 0.6681 0.1431 -0.54
S 1.8945 0.2304 -1.1448 0.00
H -0.6378 -0.1231 1.6644 0.17
H 0.7928 -2.4505 0.7953 0.25
H 2.5089 -1.9108 0.4432 0.25
H 1.5637 -1.3465 1.8817 0.24
H -1.1865 -0.0894 -1.5977 0.18
H -1.4077 1.8383 -1.4796 0.18
H -2.9047 0.6808 -1.4809 0.20
H 0.6975 1.8227 -0.0868 0.48
```

Calculated values
Frontier orbital gap in eV: 8.57
Charge: 0
LUMO in hartree: -0.016
ΔE to the lowest compared entry with this formula, charge and spin in kJ/mol: 387.0
HOMO energy in eV: -9.00
Multiplicity: 1


(10)
Molecular formula: C4H8O2Sm
Method: DFT, ωB97M-V with the def2-TZVPD basis set

XYZ file:
```
15
Properties=species:S:1:pos:R:3:nbo_charge:R:1
C 1.7172 0.5557 0.5044 -0.17
C 0.2790 0.8008 0.8551 -0.24
C -0.6176 -0.3045 0.6740 -0.47
C -1.7081 -0.2056 -0.1726 0.26
O -2.5995 -1.1175 -0.3024 -0.95
Sm -4.9496 -1.7926 -1.2356 1.92
H 2.2622 1.4806 0.2867 0.27
H 2.1238 -0.3837 0.8931 0.25
H -0.0952 1.7512 0.4548 0.26
H 1.2167 0.8845 1.8541 0.29
H -0.4261 -1.2535 1.1813 0.24
H -1.8531 0.7335 -0.7320 0.14
H 0.7478 -0.5063 -1.3233 0.51
O 1.5958 -0.0093 -1.3676 -0.82
H 2.3068 -0.6332 -1.5701 0.52
```

Calculated values
Frontier orbital gap (spin up / spin down) in eV: 5.37 / 5.57
Charge: +2
LUMO (spin up / spin down) in hartree: -0.328 / -0.322
ΔE to the lowest compared entry with this formula, charge and spin in kJ/mol: 207.8
HOMO energy (spin up / spin down) in eV: -14.30 / -14.32
Multiplicity: 7
⟨S²⟩: 12.007


(11)
Molecular formula: C4H8O3
Method: DFT, ωB97M-V with the def2-TZVPD basis set

XYZ file:
```
15
Properties=species:S:1:pos:R:3:nbo_charge:R:1
O -2.3214 -0.0005 -0.7109 -0.72
C -1.6577 -0.3627 0.4876 -0.14
C -0.2968 0.2475 0.6982 -0.03
C 1.5398 -0.6191 0.3742 0.20
O 2.6046 -0.6206 -0.4828 -0.68
C -0.0204 1.4451 -0.0881 -0.16
O 0.4175 0.2550 -0.7691 -0.55
H -1.6537 -0.0891 -1.4073 0.47
H -2.2917 -0.0292 1.3164 0.20
H -1.5853 -1.4595 0.5689 0.16
H 1.8869 -0.1477 1.2818 0.21
H 1.0649 -1.5885 0.4960 0.18
H 2.3656 -1.0730 -1.3034 0.48
H 0.7888 2.1285 0.1720 0.18
H -0.8411 1.9139 -0.6336 0.21
```

Calculated values
Frontier orbital gap in eV: 8.80
Charge: 0
LUMO in hartree: 0.024
ΔE to the lowest compared entry with this formula, charge and spin in kJ/mol: 656.5
HOMO energy in eV: -8.15
Multiplicity: 1


(12)
Molecular formula: C4H8O3
Method: DFT, ωB97M-V with the def2-TZVPD basis set

XYZ file:
```
15
Properties=species:S:1:pos:R:3:nbo_charge:R:1
C 1.0894 -0.8641 1.2687 -0.56
C 0.7706 0.3524 0.7829 0.34
O -0.1613 1.0947 1.5300 -0.69
C 1.5197 1.1245 -0.2838 -0.68
H 1.8227 -1.4522 0.7348 0.21
H 0.4331 -1.3099 2.0050 0.19
H -0.6131 0.4566 2.0896 0.47
H 2.2668 0.4475 -0.7723 0.23
H 0.7889 1.5351 -1.0167 0.24
H 2.0774 1.9674 0.1703 0.24
O -2.3521 0.7880 -1.7011 -0.52
C -2.0600 -0.3570 -1.6062 0.65
O -2.4615 -1.1544 -0.5622 -0.70
H -1.3726 -0.8910 -2.3042 0.09
H -1.7479 -1.7377 -0.3347 0.49
```

Calculated values
Frontier orbital gap in eV: 9.75
Charge: 0
LUMO in hartree: 0.021
ΔE to the lowest compared entry with this formula, charge and spin in kJ/mol: 181.1
HOMO energy in eV: -9.18
Multiplicity: 1


Q: What is the charge in the ninth record?
A: 0


What did the sixth record say?
Molecular formula: C4H8O2
Method: DFT, ωB97M-V with the def2-TZVPD basis set

XYZ file:
```
14
Properties=species:S:1:pos:R:3:nbo_charge:R:1
O -0.5464 0.4328 2.0987 -0.69
C 0.2131 0.1917 0.9468 0.11
C -0.0759 -1.1056 0.1711 -0.65
C 0.4729 0.0402 -1.2269 0.26
O -0.2017 -0.2733 -2.3221 -0.76
C 0.0577 1.1349 -0.2513 -0.49
H -1.4758 0.4797 1.8401 0.46
H 1.2542 0.1869 1.2814 0.19
H -1.1594 -1.3065 0.1850 0.23
H 0.4989 -1.9968 0.4292 0.23
H 1.5584 -0.1654 -1.2032 0.16
H -0.2613 -1.0461 -1.2457 0.51
H -0.9939 1.3796 -0.4411 0.22
H 0.6592 2.0478 -0.2620 0.23
```

Calculated values
Frontier orbital gap in eV: 10.01
Charge: 0
LUMO in hartree: 0.029
ΔE to the lowest compared entry with this formula, charge and spin in kJ/mol: 476.5
HOMO energy in eV: -9.22
Multiplicity: 1


Q: multiplicity of number 5 (C4H8O2)?
A: 1


Q: multiplicity of number 10 (C4H8O2Sm)?
A: 7